A single C6H18N4P2S molecule. Source: OMol25; level of theory: wB97M-V/def2-TZVPD.

Calculated values
Total energy (Ha): -1539.2874
Kohn-Sham gap (eV): 8.0
E_LUMO (eV): 0.31
Spin multiplicity: 1
Max |F| (hartree/bohr): 0.081
HOMO energy (eV): -7.73
SMILES: CN(C)P(=NP=S)(N(C)C)N(C)C

Each line ends with the Mulliken charge.
Element x y z (Å)
C  2.42523  -1.45398  0.21678  -1.14
N  1.09900  -1.04072  0.58032  0.26
C  0.55251  -1.58291  1.79791  -1.00
P  0.22956  0.05382  -0.28751  0.20
N  1.19967  0.41252  -1.57574  -0.31
P  0.80586  1.51224  -2.73977  -0.07
S  2.20052  1.49426  -4.10757  -0.38
N  -0.19871  1.31617  0.70342  0.52
C  0.67949  2.44838  0.89903  -1.14
C  -1.21097  1.44667  1.70349  -1.28
N  -1.27946  -0.60101  -0.67260  0.17
C  -2.14858  0.28040  -1.39172  -0.92
C  -1.08333  -1.89912  -1.23486  -1.15
H  2.28918  -1.41383  -0.92372  0.36
H  3.24049  -0.93661  0.71094  0.24
H  2.46221  -2.52538  0.36245  0.50
H  0.07451  -0.80582  2.30430  0.29
H  -0.22345  -2.38716  1.74486  0.23
H  1.23887  -2.00719  2.42288  0.50
H  1.58430  2.30449  0.33211  0.40
H  0.36600  3.36969  0.44753  0.36
H  0.79969  2.64363  2.09305  0.24
H  -2.03674  0.66110  1.88271  0.22
H  -0.78051  1.53332  2.75051  0.39
H  -1.82751  2.34546  1.31932  0.42
H  -2.43737  1.29907  -0.87523  0.16
H  -1.63481  0.45665  -2.35276  0.36
H  -3.05336  -0.15210  -1.84609  0.39
H  -1.17335  -2.62198  -0.55355  0.31
H  -1.93195  -2.12441  -1.86695  0.45
H  -0.22700  -2.02567  -1.84356  0.39

---

6 unconnected molecules or ions with the total composition C6H18N6O12. Source: OMol25; level of theory: wB97M-V/def2-TZVPD.

Calculated values
Total energy (Ha): -1470.2132
Kohn-Sham gap (eV): 10.0
E_LUMO (eV): -0.72
Spin multiplicity: 1
Max |F| (hartree/bohr): 0.072
HOMO energy (eV): -10.70
SMILES: C[N+](=O)[O-].C[N+](=O)[O-].C[N+](=O)[O-].C[N+](=O)[O-].C[N+](=O)[O-].C[N+](=O)[O-]

Each line ends with the Mulliken charge.
Element x y z (Å)
C  -5.53776  0.15370  -0.51311  -0.69
N  -6.24706  -0.20584  -1.75183  0.86
O  -6.22847  -1.38314  -2.11322  -0.52
O  -6.79798  0.68771  -2.33356  -0.51
H  -5.05918  -0.66725  0.02084  0.28
H  -6.34153  0.52411  0.12318  0.31
H  -4.77355  0.88151  -0.78584  0.26
C  -0.05767  -0.69648  0.86172  -0.31
N  -1.10886  -0.41547  -0.14395  0.91
O  -0.89493  -0.70016  -1.32816  -0.46
O  -2.09428  0.20267  0.17816  -0.57
H  -0.13945  -1.77232  1.01660  0.29
H  -0.44604  -0.27795  1.79021  0.38
H  0.93685  -0.39872  0.52949  -0.26
C  -1.26037  -0.38533  -4.41093  -0.68
N  -1.03007  -0.31226  -5.92344  0.83
O  -0.77306  0.83320  -6.35313  -0.51
O  -1.21408  -1.36616  -6.54517  -0.51
H  -2.16658  -0.98758  -4.47560  0.33
H  -1.42467  0.55392  -3.88282  0.30
H  -0.46946  -1.02213  -4.01465  0.23
C  3.90832  -0.28231  -2.22971  -0.66
N  2.52276  -0.80009  -2.11015  0.88
O  2.41625  -1.92173  -1.61840  -0.50
O  1.59691  -0.08083  -2.44365  -0.48
H  3.76930  0.73224  -2.60315  0.30
H  4.49777  -0.96580  -2.84086  0.29
H  4.24748  -0.25448  -1.19420  0.21
C  1.77059  1.05027  6.13832  -0.73
N  1.35339  -0.20324  5.46144  0.84
O  1.65992  -1.28691  5.91463  -0.49
O  0.60273  -0.13594  4.44842  -0.48
H  1.26483  1.88647  5.65553  0.29
H  2.84401  1.11009  5.95864  0.28
H  1.37996  0.97457  7.15310  0.31
C  2.42906  1.53500  2.00081  -0.66
N  3.16739  0.24054  2.16504  0.91
O  3.55152  -0.30960  1.13318  -0.54
O  3.37153  -0.18079  3.30097  -0.54
H  1.86184  1.89046  2.86104  0.18
H  1.69053  1.53439  1.19914  0.25
H  3.22223  2.22159  1.70491  0.36

---

A molecular structure, C6H18N8NiO10. Source: OMol25; level of theory: wB97M-V/def2-TZVPD.

Calculated values
Total energy (Ha): -2938.3184
Kohn-Sham gap (alpha / beta) (eV): 2.0 / 8.2
E_LUMO (alpha / beta) (eV): 2.60 / 2.62
Total charge: -1
Spin multiplicity: 4
Max |F| (hartree/bohr): 0.147
HOMO energy (alpha / beta) (eV): 0.55 / -5.55
<S²>: 3.753

Each line ends with the Mulliken charge.
Element x y z (Å)
Ni  0.10292  0.17136  0.27361  4.21
O  1.09336  4.09465  1.16321  -0.40
C  0.08314  3.26343  1.60524  0.58
O  0.05151  2.06032  1.18536  -1.10
O  -0.82597  3.72806  2.27725  -0.69
H  0.94158  4.89504  1.67107  0.29
O  0.00223  -2.92882  3.01508  -0.53
C  0.41668  -1.68415  3.08500  0.03
O  0.99233  -1.37918  4.07851  -0.68
O  0.18092  -0.93238  2.10986  -0.94
H  0.29006  -3.29575  3.85420  0.29
C  -0.01020  -2.80801  -1.04744  -1.83
O  -0.24188  -1.64993  -0.82179  1.09
N  -0.07286  -3.61962  -0.09789  0.24
N  0.10289  -3.30743  -2.21246  -0.44
H  0.02973  -4.58632  -0.37183  0.13
H  -0.31935  -3.22513  0.79862  0.21
H  0.22747  -2.59672  -2.91919  0.47
H  0.42464  -4.25524  -2.34748  0.26
C  -3.05400  0.56399  0.42644  -0.62
O  -2.00552  0.02234  0.44029  0.41
N  -4.10762  0.00163  -0.04699  -0.53
N  -3.19709  1.80089  0.65753  -0.12
H  -4.97127  0.51613  -0.14437  0.24
H  -4.02491  -0.98594  -0.24187  0.31
H  -3.99573  2.41906  0.64561  0.21
H  -2.33006  2.27187  0.87328  0.09
C  -0.50141  1.72695  -2.45424  -8.15
O  -0.18666  1.12274  -1.49358  4.21
N  0.42887  2.30972  -3.18732  -0.19
N  -1.65770  1.76355  -2.95451  0.19
H  1.39425  2.01487  -3.22236  0.38
H  0.18321  2.94804  -3.93049  0.31
H  -1.95457  2.14241  -3.84245  0.47
H  -2.35786  1.39572  -2.32636  0.49
C  3.09853  -0.41274  0.40931  -0.22
O  2.07780  -0.34086  -0.19465  -0.04
N  4.03763  0.47814  0.65566  -0.25
N  3.52068  -1.49437  0.90019  -0.06
H  3.87566  1.44734  0.42218  0.26
H  4.81521  0.22192  1.24712  0.14
H  4.44164  -1.53001  1.31330  0.10
H  3.00173  -2.34762  0.74937  0.20

---

A molecular structure, C6H18N8O10Pb. Source: OMol25; level of theory: wB97M-V/def2-TZVPD.

Calculated values
Total energy (Ha): -1622.6616
Kohn-Sham gap (alpha / beta) (eV): 9.0 / 4.2
E_LUMO (alpha / beta) (eV): -2.27 / -7.04
Total charge: +1
Spin multiplicity: 2
Max |F| (hartree/bohr): 0.094
HOMO energy (alpha / beta) (eV): -11.25 / -11.21
<S²>: 0.757

Each line ends with the Mulliken charge.
Element x y z (Å)
Pb  -0.72364  -0.27865  -0.35248  1.75
O  -4.96052  -0.89178  -0.72140  -0.46
C  -3.77387  -0.33646  -0.79566  0.86
O  -3.22790  0.35462  0.11704  -0.79
O  -3.16959  -0.48639  -1.86553  -0.76
H  -5.12768  -0.95908  -1.66433  0.34
O  -0.92842  -4.68488  -0.78965  -0.46
C  -0.89172  -3.34123  -0.60432  0.87
O  -0.31455  -2.67343  -1.40724  -0.41
O  -1.35644  -2.75302  0.39617  -0.24
H  -0.26366  -4.77302  -1.47662  0.34
C  0.98328  -0.26786  -3.11673  0.73
O  0.67323  0.60295  -2.25118  -0.70
N  2.20165  -0.69975  -3.39956  -0.40
N  0.14412  -0.86808  -3.90988  -0.35
H  2.40412  -1.44297  -4.05280  0.14
H  2.96087  -0.20123  -2.95779  0.23
H  0.47847  -1.71964  -4.33784  0.16
H  -0.72855  -0.36068  -3.94277  0.27
C  2.91157  -0.32679  0.94134  0.57
O  1.72561  -0.61048  0.73442  -0.51
N  3.56182  0.68378  0.44872  -0.34
N  3.65201  -1.07861  1.67989  -0.47
H  4.52682  0.89147  0.66257  0.17
H  3.12581  1.21328  -0.29265  0.20
H  4.57688  -0.76161  1.93334  0.14
H  3.23718  -1.92507  2.04256  0.23
C  -1.99283  0.16392  3.10936  0.53
O  -1.22788  0.15009  2.19197  -0.60
N  -1.60525  0.15744  4.33997  -0.44
N  -3.25721  -0.08427  2.92381  -0.32
H  -0.62501  -0.01004  4.51657  0.25
H  -2.29148  0.07205  5.07610  0.15
H  -3.60048  -0.07159  1.97402  0.27
H  -3.77911  -0.23577  3.77514  0.11
C  0.61517  3.00476  0.16967  0.57
O  -0.24434  2.14682  0.32611  -0.68
N  1.13227  3.58572  1.23454  -0.42
N  0.89567  3.56689  -0.98757  -0.38
H  0.79115  3.24912  2.12360  0.26
H  1.54283  4.50160  1.12185  0.18
H  1.56378  4.30895  -1.13950  0.18
H  0.38566  3.18904  -1.77321  0.22

---

A molecular structure, C6H18NNbOP. Source: OMol25; level of theory: wB97M-V/def2-TZVPD.

Calculated values
Total energy (Ha): -767.4897
Kohn-Sham gap (eV): 5.7
E_LUMO (eV): 2.51
Total charge: -1
Spin multiplicity: 1
Max |F| (hartree/bohr): 0.059
HOMO energy (eV): -3.21

Each line ends with the Mulliken charge.
Element x y z (Å)
C  3.32609  1.80592  0.81669  -0.85
C  3.18545  0.71189  -0.02308  -0.26
C  2.13677  -0.26205  0.15077  -0.85
Nb  0.36028  0.15130  -1.28136  -0.45
N  -0.63283  1.16825  0.25985  -0.61
C  -2.03281  0.87472  0.59221  -0.19
C  -3.01679  1.16857  -0.52562  -1.19
P  -0.36881  -2.21554  -0.57360  0.11
C  -0.18157  -2.48887  1.24551  -0.98
O  -2.05620  -2.31142  -0.78842  -0.50
H  3.24017  2.83192  0.48337  0.24
H  3.49369  1.66855  1.87874  0.29
H  3.90157  0.53923  -0.82444  0.36
H  2.45799  -1.30766  0.01840  0.45
H  1.74497  -0.17709  1.17171  0.32
H  -0.98388  0.37983  -2.52189  0.01
H  1.29529  -0.64918  -2.64815  0.07
H  1.27674  1.66387  -1.73434  0.07
H  -0.08046  1.25194  1.10542  0.18
H  -2.17685  -0.12893  0.99674  0.19
H  -2.31820  1.54784  1.41049  0.42
H  -3.99759  1.30849  -0.06617  0.39
H  -3.11965  0.35558  -1.23431  0.26
H  -2.76812  2.10946  -1.00575  0.29
H  -1.03700  -3.05739  1.60872  0.36
H  0.69622  -3.09257  1.44323  0.37
H  -0.14853  -1.54440  1.78222  0.21
H  -2.19590  -2.30227  -1.73693  0.29

---

3 unconnected molecules or ions with the total composition C6H18NO3. Source: OMol25; level of theory: wB97M-V/def2-TZVPD.

Calculated values
Total energy (Ha): -519.8705
Kohn-Sham gap (eV): 7.5
E_LUMO (eV): 3.53
Total charge: -1
Spin multiplicity: 1
Max |F| (hartree/bohr): 0.054
HOMO energy (eV): -3.96

Each line ends with the Mulliken charge.
Element x y z (Å)
C  1.52507  -1.74599  0.91774  -0.30
C  0.38584  -1.74840  1.93491  -1.11
C  2.13445  -0.35942  0.52067  -1.02
N  1.43271  0.46376  -0.43094  0.12
C  1.70216  0.19942  -1.79710  -0.98
C  0.01510  0.68872  -0.07948  -0.41
C  -0.57337  1.99330  -0.59344  -0.47
O  -1.94973  1.83631  -0.86014  -0.97
H  2.38414  -2.20489  1.41272  0.39
H  1.27336  -2.29427  0.00945  0.27
H  0.63797  -2.18691  2.90587  0.35
H  0.00361  -0.76436  2.17436  0.30
H  -0.51720  -2.21722  1.52596  0.28
H  3.18323  -0.53443  0.24304  0.48
H  2.24083  0.20107  1.46289  0.36
H  1.14185  0.92761  -2.40305  0.30
H  1.26717  -0.76738  -2.16190  0.30
H  2.75430  0.27872  -2.07333  0.33
H  0.01295  0.83490  1.00440  -0.06
H  -0.55173  -0.22538  -0.26712  0.54
H  -0.11932  2.53097  -1.43716  0.30
H  -0.53169  2.79634  0.18121  0.20
H  -2.26195  0.53523  -1.21601  0.30
H  -3.40858  -0.38501  -1.88430  0.25
O  -2.52314  -0.46786  -1.48795  -0.79
H  -3.04967  1.54154  0.40804  0.49
H  -3.07631  0.12349  0.91661  0.29
O  -3.53206  0.95014  1.07404  -0.73

---

2 unconnected molecules or ions with the total composition C6H18NO3Si. Source: OMol25; level of theory: wB97M-V/def2-TZVPD.

Calculated values
Total energy (Ha): -809.0205
Kohn-Sham gap (eV): 4.4
E_LUMO (eV): -5.30
Total charge: +1
Spin multiplicity: 1
Max |F| (hartree/bohr): 0.133
HOMO energy (eV): -9.66

Each line ends with the Mulliken charge.
Element x y z (Å)
C  0.94446  0.63335  1.14759  -0.99
C  2.47372  1.94279  -0.30270  -1.25
C  -3.26332  0.96780  -2.23281  -0.53
C  0.83190  -1.57839  -1.51330  -0.22
C  -3.00019  -1.94900  1.47808  -0.65
C  2.28849  0.61523  0.48293  -0.27
N  3.30412  0.63784  1.77173  -0.33
O  -2.90563  0.02999  -1.29656  -0.28
O  -0.46968  -1.18488  -1.68356  -0.14
O  -1.99331  -1.89690  0.45033  -0.13
Si  -1.63462  -0.76962  -0.63329  0.68
H  0.88183  1.39112  1.85324  0.64
H  0.03457  0.64852  0.50758  -0.46
H  0.92596  -0.32593  1.57554  0.43
H  3.44986  2.05438  -0.75968  0.36
H  2.29464  2.73689  0.42594  0.38
H  1.68219  1.92054  -1.13324  0.19
H  -3.53209  1.73934  -1.58799  0.30
H  -4.00577  0.44221  -2.74102  0.26
H  -2.37185  1.19455  -2.81096  0.29
H  1.37660  -0.90495  -0.79380  0.26
H  1.35903  -1.49752  -2.43950  0.23
H  0.80209  -2.58640  -1.25892  0.31
H  -4.07839  -1.75075  1.17356  0.27
H  -2.79977  -1.33885  2.33631  0.34
H  -2.77248  -2.91263  1.94156  0.30
H  3.12342  -0.38605  2.06808  0.35
H  2.80823  1.25022  2.39932  0.33
H  4.24600  0.87710  1.57553  0.33

---

4 unconnected molecules or ions with the total composition C6H18NO4. Source: OMol25; level of theory: wB97M-V/def2-TZVPD.

Calculated values
Total energy (Ha): -595.1224
Kohn-Sham gap (eV): 8.6
E_LUMO (eV): 3.63
Total charge: -1
Spin multiplicity: 1
Max |F| (hartree/bohr): 0.070
HOMO energy (eV): -5.01

Each line ends with the Mulliken charge.
Element x y z (Å)
C  0.19361  -0.84719  -2.35678  -1.07
N  -0.90901  -0.89016  -1.37797  -0.17
C  -2.08291  -0.00238  -1.58334  -0.83
C  -2.55821  0.41701  -0.16858  -0.34
C  -1.53234  -0.17272  0.78631  -0.73
C  -0.31904  -0.50240  -0.02726  0.50
C  0.36225  -1.84600  0.54148  -0.82
O  0.22354  -1.92661  1.95800  -0.70
H  0.92733  -1.64259  -2.38663  0.32
H  0.88189  -0.01068  -2.16920  0.34
H  -0.14944  -0.63373  -3.35282  0.40
H  -2.01540  0.84083  -2.24035  0.36
H  -2.86057  -0.65350  -2.05447  0.32
H  -3.52661  -0.20949  0.10174  0.17
H  -2.74838  1.46642  -0.21223  0.39
H  -1.33311  0.52649  1.60894  0.26
H  -1.91240  -1.09481  1.23479  0.36
H  0.35714  0.37014  -0.05307  0.12
H  1.44560  -1.87743  0.36803  0.27
H  -0.19364  -2.77197  0.22638  0.35
H  1.82042  0.98114  1.78331  0.40
H  3.38712  0.84724  1.35399  0.25
O  2.70937  1.52697  1.39948  -0.86
H  2.74411  2.33512  -0.13829  0.43
H  1.66074  3.17309  -0.65345  0.27
O  2.49988  2.82061  -0.96674  -0.69
H  1.45051  0.48469  3.35876  0.21
H  0.59767  -1.08404  2.42794  0.46
O  0.87988  0.37593  2.59202  -0.98